Entry 1:
The following is a DFT calculation (ωB97M-V with the def2-TZVPD basis set) of a structure of composition C40H42IrN7O4PS2 at a distorted geometry.

Positions of all 97 atoms, in Å:
Ir: 0.47 -0.10 0.78
O: 0.79 -1.99 4.10
C: 1.23 -0.99 3.60
O: 0.55 -0.12 2.83
C: 2.65 -0.65 3.82
C: 3.23 -0.71 5.09
C: 4.59 -0.47 5.23
C: 5.38 -0.18 4.12
C: 4.81 -0.12 2.86
C: 3.44 -0.34 2.72
P: 2.76 -0.24 1.06
C: 3.45 1.29 0.43
C: 4.42 1.33 -0.56
C: 4.92 2.56 -0.97
C: 4.44 3.73 -0.41
C: 3.47 3.69 0.59
C: 2.98 2.47 1.01
C: 3.37 -1.66 0.17
C: 3.20 -1.74 -1.21
C: 3.64 -2.85 -1.90
C: 4.23 -3.90 -1.22
C: 4.38 -3.85 0.17
C: 3.95 -2.73 0.87
H: 2.62 -0.96 5.94
H: 5.03 -0.50 6.21
H: 6.44 -0.01 4.24
H: 5.43 0.11 2.00
H: 4.80 0.42 -1.01
H: 5.69 2.60 -1.73
H: 4.82 4.69 -0.75
H: 3.10 4.61 1.03
H: 2.25 2.42 1.82
H: 2.73 -0.92 -1.73
H: 3.52 -2.89 -2.98
H: 4.58 -4.77 -1.76
H: 4.83 -4.67 0.70
H: 4.06 -2.69 1.94
C: -0.05 -1.48 -4.72
O: -0.26 -1.03 -3.36
C: 0.59 -0.15 -2.86
S: 1.88 0.48 -3.60
S: -0.09 0.47 -1.32
H: -0.80 -2.26 -4.88
H: 0.95 -1.87 -4.85
H: -0.21 -0.65 -5.41
C: -2.00 -1.71 -0.16
N: -0.79 -1.89 0.78
C: 0.04 -3.03 0.22
N: -0.74 -4.23 0.10
C: -1.87 -3.98 -0.79
N: -2.75 -2.92 -0.27
C: -3.24 -3.33 1.05
N: -2.13 -3.55 1.97
C: -1.36 -2.34 2.11
C: -1.26 -4.60 1.43
H: -1.63 -1.42 -1.14
H: -2.62 -0.92 0.25
H: 0.87 -3.19 0.91
H: 0.43 -2.72 -0.75
H: -2.45 -4.90 -0.90
H: -1.50 -3.68 -1.77
H: -3.82 -4.25 0.96
H: -3.89 -2.55 1.45
H: -0.54 -2.50 2.80
H: -1.98 -1.54 2.50
H: -1.84 -5.52 1.33
H: -0.43 -4.78 2.11
C: -3.34 2.26 -5.07
C: -3.85 2.61 -3.70
C: -3.78 1.71 -2.65
C: -4.26 2.02 -1.39
C: -4.84 3.28 -1.15
N: -5.38 3.66 0.08
C: -5.35 3.01 1.33
O: -6.30 3.03 2.05
N: -4.18 2.33 1.63
C: -2.87 2.60 1.24
C: -2.46 3.81 0.69
C: -1.14 3.96 0.32
C: -0.26 2.90 0.47
N: -0.66 1.75 1.03
C: -1.92 1.61 1.43
C: -4.92 4.19 -2.21
C: -4.42 3.86 -3.46
H: -3.10 1.20 -5.16
H: -2.43 2.84 -5.30
H: -4.07 2.53 -5.84
H: -3.36 0.73 -2.83
H: -4.23 1.28 -0.60
H: -6.09 4.37 0.07
H: -4.31 1.69 2.41
H: -3.15 4.63 0.58
H: -0.78 4.89 -0.09
H: 0.77 2.97 0.14
H: -2.18 0.68 1.93
H: -5.36 5.16 -2.04
H: -4.48 4.59 -4.26

<S²>: 1.22
HOMO (alpha / beta): -12.39 / -12.39 eV
2S+1: 2
net charge: +2
LUMO energy (alpha / beta): -8.3 / -8.3 eV
gap between HOMO and LUMO (alpha / beta): 4.134 / 4.044 eV

=====

Entry 2:
The following is a DFT calculation (ωB97M-V with the def2-TZVPD basis set) of a structure of composition C40H42N5O6P2Ta at a distorted geometry.

Positions of all 96 atoms, in Å:
Ta: 0.15 0.37 0.90
C: 0.18 -3.20 3.58
C: -0.45 -2.78 4.75
C: -0.78 -1.45 4.89
C: -0.49 -0.54 3.87
N: 0.02 -0.99 2.70
C: 0.37 -2.30 2.58
N: -0.62 0.79 4.18
C: -0.61 1.82 3.44
N: -0.67 1.93 2.02
C: -0.74 3.30 1.71
N: -0.81 3.85 0.57
C: -0.68 3.17 -0.62
C: -1.07 3.91 -1.74
C: -0.80 3.46 -3.00
C: -0.13 2.24 -3.14
C: 0.16 1.52 -2.02
N: -0.13 1.94 -0.74
C: -0.69 4.07 2.96
C: -0.69 5.43 3.16
C: -0.58 5.87 4.48
C: -0.47 4.96 5.54
C: -0.47 3.59 5.31
C: -0.58 3.18 4.00
H: 0.52 -4.22 3.46
H: -0.65 -3.47 5.55
H: -1.20 -1.05 5.79
H: 0.82 -2.59 1.64
H: -1.52 4.87 -1.56
H: -1.07 4.04 -3.87
H: 0.15 1.85 -4.10
H: 0.64 0.57 -2.12
H: -0.78 6.13 2.34
H: -0.57 6.93 4.69
H: -0.38 5.33 6.55
H: -0.39 2.88 6.13
O: 3.48 1.95 2.59
C: 3.03 1.07 1.94
O: 1.67 0.77 1.98
C: 3.70 0.19 0.94
P: 2.58 0.11 -0.50
C: 3.02 -1.39 -1.37
C: 2.16 -1.98 -2.30
C: 2.57 -3.10 -3.02
C: 3.83 -3.63 -2.82
C: 4.70 -3.05 -1.90
C: 4.30 -1.93 -1.19
C: 3.06 1.52 -1.52
C: 3.01 2.80 -0.97
C: 3.35 3.90 -1.75
C: 3.73 3.72 -3.08
C: 3.78 2.44 -3.62
C: 3.44 1.34 -2.85
H: 3.78 -0.81 1.36
H: 4.69 0.57 0.70
H: 1.17 -1.58 -2.47
H: 1.90 -3.55 -3.74
H: 4.14 -4.50 -3.37
H: 5.69 -3.46 -1.75
H: 5.00 -1.48 -0.50
H: 2.70 2.97 0.05
H: 3.32 4.89 -1.32
H: 4.00 4.57 -3.68
H: 4.08 2.30 -4.65
H: 3.49 0.34 -3.28
C: -1.12 -5.15 0.63
C: -2.16 -4.10 0.32
C: -3.17 -3.91 1.43
C: -2.83 -4.41 -1.01
O: -1.35 -2.82 0.27
P: -1.57 -1.41 -0.30
O: -1.85 -0.34 0.78
O: -0.15 -0.87 -0.71
O: -2.61 -1.55 -1.40
C: -3.28 -0.60 -2.38
C: -2.49 -0.72 -3.66
C: -3.29 0.80 -1.80
C: -4.67 -1.16 -2.52
H: -1.62 -6.11 0.77
H: -0.59 -4.92 1.55
H: -0.41 -5.24 -0.18
H: -3.79 -4.80 1.51
H: -3.82 -3.06 1.23
H: -2.67 -3.75 2.39
H: -3.16 -5.45 -0.96
H: -2.13 -4.32 -1.84
H: -3.70 -3.79 -1.21
H: -1.50 -0.29 -3.57
H: -3.02 -0.20 -4.46
H: -2.40 -1.77 -3.95
H: -2.29 1.22 -1.73
H: -3.75 0.81 -0.81
H: -3.88 1.44 -2.45
H: -4.65 -2.17 -2.93
H: -5.24 -0.53 -3.21
H: -5.20 -1.17 -1.56

HOMO: -13.57 eV
2S+1: 1
net charge: +2
LUMO energy: -6.6 eV
gap between HOMO and LUMO: 6.991 eV

=====

Entry 3:
The following is a DFT calculation (ωB97M-V with the def2-TZVPD basis set) of a structure of composition C40H43AlBBrFNO8PS.

Positions of all 98 atoms, in Å:
C: 3.02 2.19 1.96
C: 3.09 2.45 0.45
C: 1.96 1.77 -0.33
C: 0.66 2.57 -0.26
N: -0.53 1.86 -0.69
C: -1.24 1.15 0.36
O: -2.24 1.94 0.91
Al: -3.75 1.81 -0.05
C: -4.23 3.24 -1.36
C: -5.47 4.06 -0.97
C: -5.40 4.85 0.34
Br: -3.61 5.34 0.93
B: -5.46 1.26 1.16
O: -6.59 0.59 0.62
O: -5.52 1.52 2.52
C: -6.38 0.77 3.36
O: -3.09 0.34 -0.92
C: -1.98 -0.11 -0.22
P: -2.62 -1.04 1.31
S: -4.27 -2.11 1.15
C: -1.17 -1.04 -1.14
C: -1.53 -2.50 -1.14
F: 0.20 -0.95 -0.84
H: 2.57 1.21 2.16
H: 2.42 2.94 2.48
H: 4.01 2.19 2.41
H: 4.06 2.15 0.06
H: 3.01 3.53 0.28
H: 1.79 0.77 0.07
H: 2.26 1.65 -1.38
H: 0.49 2.90 0.77
H: 0.78 3.48 -0.86
H: -0.37 1.29 -1.51
H: -0.54 0.86 1.16
H: -4.48 2.72 -2.30
H: -3.39 3.89 -1.59
H: -5.74 4.77 -1.76
H: -6.32 3.37 -0.87
H: -5.83 4.29 1.17
H: -5.93 5.79 0.26
H: -6.37 -0.34 0.46
H: -7.43 0.90 3.09
H: -6.23 1.13 4.38
H: -6.14 -0.29 3.32
H: -2.71 -0.03 2.28
H: -1.54 -1.81 1.78
H: -1.31 -0.63 -2.15
H: -2.60 -2.64 -1.22
H: -1.18 -2.97 -0.21
H: -1.04 -3.00 -1.97
C: 9.47 2.21 6.60
C: 10.02 1.25 7.44
C: 9.62 -0.07 7.33
C: 8.66 -0.44 6.39
C: 8.10 0.53 5.56
C: 8.51 1.86 5.66
C: 7.06 0.18 4.55
O: 6.58 1.02 3.82
C: 6.61 -1.24 4.49
C: 5.60 -1.59 3.60
C: 5.18 -2.90 3.52
C: 5.76 -3.88 4.32
C: 6.76 -3.54 5.21
C: 7.19 -2.22 5.30
C: 8.26 -1.87 6.29
O: 8.78 -2.72 6.98
H: 9.79 3.24 6.68
H: 10.76 1.53 8.17
H: 10.04 -0.84 7.97
H: 8.07 2.59 5.00
H: 5.17 -0.81 2.98
H: 4.39 -3.17 2.83
H: 5.42 -4.90 4.25
H: 7.23 -4.28 5.85
C: -5.69 0.44 -4.66
C: -5.35 -0.32 -3.54
C: -4.45 -1.36 -3.65
C: -3.88 -1.65 -4.89
C: -4.23 -0.90 -6.02
C: -5.13 0.15 -5.89
C: -3.67 -1.20 -7.36
O: -3.96 -0.56 -8.34
C: -2.71 -2.35 -7.46
C: -2.19 -2.68 -8.71
C: -1.29 -3.73 -8.82
C: -0.91 -4.45 -7.70
C: -1.43 -4.13 -6.46
C: -2.33 -3.08 -6.33
C: -2.89 -2.76 -4.98
O: -2.54 -3.39 -4.01
H: -6.38 1.27 -4.56
H: -5.77 -0.08 -2.57
H: -4.16 -1.94 -2.79
H: -5.38 0.72 -6.77
H: -2.50 -2.10 -9.57
H: -0.89 -3.99 -9.80
H: -0.21 -5.27 -7.79
H: -1.15 -4.67 -5.57

HOMO: -4.62 eV
2S+1: 1
net charge: -1
LUMO energy: 0.2 eV
gap between HOMO and LUMO: 4.767 eV

=====

Energy above the lowest of the compared OMol25 structures with the same formula, charge and spin values (in kJ/mol) by entry order: 367.7, 17.9, 0.0.